A:
# C3H5NS2

A single C3H5NS2 molecule (the ωB97M-V functional and the def2-TZVPD basis, the Open Molecules 2025 dataset).

The geometry in XYZ format:
```
11
Properties=species:S:1:pos:R:3:lowdin_charge:R:1
C 0.8984 -0.8979 0.1795 -0.058
C 1.0393 0.3481 -0.6227 -0.523
C -1.3284 0.6935 0.4735 -1.025
N -1.1288 -0.6246 0.8203 -0.406
S -0.0566 1.7590 -0.1072 0.832
S -2.1401 -0.5697 -0.5260 0.740
H 0.4726 -1.8369 -0.2753 0.078
H 1.5280 -1.1073 1.1084 0.102
H 2.0494 0.9052 -0.3903 0.099
H 0.8172 0.1342 -1.7119 0.083
H -2.1510 1.1965 1.0518 0.077
```

Summary:
* charge: 0
* HOMO (alpha / beta): -7.85 / -7.85 eV

B:
# C3H5NS2

A single C3H5NS2 molecule (the ωB97M-V functional and the def2-TZVPD basis, the Open Molecules 2025 dataset).

The geometry in XYZ format:
```
11
Properties=species:S:1:pos:R:3:lowdin_charge:R:1
C 1.4990 1.5878 -0.2402 -0.089
C 1.2510 0.2772 0.3269 -0.677
S 1.1363 -1.2501 -0.4683 0.788
C -0.6085 -1.7187 0.1621 -0.562
N -1.7032 -1.1586 -0.0191 -0.423
S -2.0343 0.6102 -0.2690 0.597
H 1.8669 1.8853 -1.3784 0.116
H 1.5283 2.3097 0.6403 0.049
H 1.3076 0.2966 1.5920 0.135
H -0.8005 -2.9365 0.0868 0.124
H -3.4424 0.0971 -0.4330 -0.059
```

Summary:
* charge: 0
* HOMO: -8.76 eV
* structure (SMILES): C=CS/C=N\S

In order of decreasing stability: A, B.

A:
# C4H11BrNO

2 unconnected molecules or ions with the total composition C4H11BrNO (the ωB97M-V functional and the def2-TZVPD basis, the Open Molecules 2025 dataset).

The geometry in XYZ format:
```
18
Properties=species:S:1:pos:R:3:lowdin_charge:R:1
C 0.8873 1.3396 -1.3471 -0.199
C 0.2814 1.1159 1.1497 -0.120
C -0.1293 -1.5771 -0.4510 -0.320
C 1.0458 0.6125 -0.1096 -0.746
N -1.1951 -1.4892 0.5919 0.145
O 0.7121 -2.5823 -0.3778 -0.010
Br 2.7508 -0.2180 0.1215 0.869
H 1.1905 0.6909 -2.2721 0.119
H -0.1838 1.7659 -1.5059 0.113
H 1.4899 2.3985 -1.2732 0.156
H -0.8013 1.2735 0.8313 0.092
H 0.2457 0.3384 1.8935 0.048
H 0.6182 2.0765 1.5844 0.106
H -0.6531 -1.4631 -1.4818 0.162
H -1.6971 -0.5718 0.7085 0.153
H -2.0008 -2.1683 0.5694 0.185
H -0.6260 -1.5859 1.5426 0.211
H 1.4694 -2.1819 0.1487 0.035
```

Summary:
* charge: +1
* HOMO (alpha / beta): -12.63 / -12.62 eV

B:
# C4H11BrNO

A gas-phase ion, C4H11BrNO (charge +1) (the ωB97M-V functional and the def2-TZVPD basis, the Open Molecules 2025 dataset).

The geometry in XYZ format:
```
18
Properties=species:S:1:pos:R:3:lowdin_charge:R:1
C -1.0951 -0.9893 0.6240 -0.047
C -0.6941 -0.4492 -0.6556 -0.400
O -1.0115 0.9931 -0.7430 -0.037
C 0.8033 -0.5998 -0.8477 -0.133
C 1.7069 0.0324 0.3802 -0.679
N 1.2026 1.4956 0.4810 0.149
Br 3.5565 -0.1263 -0.0722 0.821
H -0.6486 -0.4153 1.3585 0.054
H -0.8802 -1.9897 1.0669 0.137
H -2.1519 -0.9136 0.6749 0.092
H -1.2735 -0.8438 -1.5289 0.175
H -1.9278 1.1931 -0.7343 0.113
H 1.0088 0.1306 -1.7393 0.154
H 1.0712 -1.6195 -1.0937 0.123
H 1.4447 -0.3646 1.3186 0.073
H 0.1043 1.3628 0.1959 0.139
H 1.5012 2.0239 1.2890 0.159
H 1.7079 1.8415 -0.3016 0.105
```

Summary:
* charge: +1
* HOMO: -14.68 eV
* structure (SMILES): C[C@@H](O)C[C@H]([NH3+])Br

In order of decreasing stability: B, A.